Record 1
Formula: C3H10N2O3
Source: the Open Molecules 2025 dataset
Level of theory: ωB97M-V with the def2-TZVPD basis set

CARTESIAN COORDINATES (ANGSTROEM)
O 1.4372 -0.6078 0.0238
O -1.3259 -0.5696 -0.0655
O -0.0857 1.1512 1.2821
N 2.7985 -1.0550 0.0209
N -2.8471 -0.9687 0.2105
C 1.2507 0.7008 -0.5667
C -1.2051 0.5907 -0.8643
C -0.0507 1.1943 -0.1293
H -0.3551 0.2255 1.5016
H -2.3001 1.0691 -0.8859
H -2.5715 -1.6430 1.4048
H -0.7951 0.1389 -1.9099
H 3.1454 -0.8595 0.9465
H 0.1365 2.3132 -0.2788
H -2.9298 -1.6876 -0.8040
H 2.6011 -2.0056 -0.2367
H 1.1066 0.4965 -1.6167
H 2.1275 1.4129 -0.3013

E (eV): -12387.75253
HOMO energy (eV): -9.23
Charge: 0
Orbital gap (eV): 9.5

=====

Record 2
Formula: C26H56ClFN7O8P3S
Source: the Open Molecules 2025 dataset
Level of theory: ωB97M-V with the def2-TZVPD basis set

CARTESIAN COORDINATES (ANGSTROEM)
Cl -1.5040 -7.4904 -5.2918
S -1.8306 -4.6263 -6.3157
P 0.1501 7.9127 1.6030
P -1.6768 -5.6675 -2.3189
P -0.2207 1.0837 2.8207
F 0.0978 -1.3388 -1.2222
O -1.6373 -3.3164 -6.8324
O -0.3762 -5.8714 -1.4198
O -0.1316 6.4469 1.8034
O -2.8172 -5.3644 -7.0136
O -2.3036 -7.1339 -2.4734
O -2.1802 -4.5381 -4.7467
O -0.3942 -5.3925 -6.1829
O 0.6982 0.1009 3.4977
N 1.5916 7.8109 0.6774
N -0.7976 2.1856 1.6699
N 0.3286 8.3231 3.2754
N -0.5493 2.1325 4.1419
N -1.4561 -0.0491 2.3792
N -0.1127 9.5437 1.2127
N -2.7219 -4.6959 -1.7375
C 2.1450 -9.8890 0.2520
C 0.9259 -6.6226 -4.4580
C -0.1100 -3.8114 -3.8636
C -0.3707 7.4529 4.2168
C 2.2956 -8.3264 -3.2286
C -1.1905 1.7264 0.3418
C -0.9798 10.3779 2.0420
C -2.8050 -0.0179 2.8947
C 2.0574 -9.2926 -2.0833
C 1.5582 8.7964 3.8709
C 0.6145 2.7506 4.7572
C -0.6856 -2.6231 -3.0599
C 1.4856 7.0623 -0.5667
C 0.9534 -8.0814 -3.9953
C 0.5604 10.3005 0.1708
C 2.3577 -8.9661 -0.7700
C 0.4689 -1.7760 -2.4923
C -1.0990 3.5929 1.8931
C 1.5991 -11.1278 -0.0392
C -1.0607 -5.0239 -3.9529
C -1.7536 2.2947 4.9161
C 1.2765 -11.4513 -1.3529
C 2.9551 8.1054 1.0470
C -1.0205 -1.4333 2.2219
C -0.4306 -6.0466 -4.9184
C 1.5200 -10.5487 -2.3782
H -1.6835 9.7814 2.6141
H -1.6947 1.7749 5.8815
H 3.0417 8.7750 1.8965
H 1.9288 9.6915 3.3641
H 2.3385 8.0247 3.8838
H -0.0696 11.1230 -0.1758
H 1.3469 2.0047 5.0822
H -0.3862 10.9752 2.7393
H 0.8498 -4.0720 -3.4073
H -1.9342 3.3600 5.1154
H 0.8367 -12.4099 -1.5977
H -1.5738 11.0594 1.4273
H -3.2823 0.9478 2.7053
H 0.1870 6.5333 4.4363
H -1.2245 -1.9669 -3.7394
H -2.6492 1.9568 4.4040
H 0.7709 9.7038 -0.7120
H -0.9486 -1.9645 3.1797
H -0.0534 -1.4860 1.7288
H -3.6071 -5.1558 -1.5714
H -0.5319 7.9826 5.1602
H -2.8474 -0.2510 3.9673
H 0.1429 -3.4389 -4.8548
H 0.8133 7.5644 -1.2752
H 1.1085 6.0482 -0.4002
H 1.3826 -2.3584 -2.3452
H 2.4547 6.9692 -1.0552
H 3.4633 8.6309 0.2278
H -3.1046 -7.0326 -3.0064
H 2.6924 -7.3969 -2.8134
H 0.9513 -8.7746 -4.8303
H -1.0069 4.1659 0.9708
H -1.2834 -2.9166 -2.1995
H 3.5251 7.1948 1.2698
H 2.3972 -9.6522 1.2774
H -1.7290 -1.9742 1.5875
H 0.6861 -0.8980 -3.0998
H -0.4142 4.0671 2.5861
H 1.3816 9.1054 4.9039
H -0.8959 2.4445 -0.4292
H 2.7604 -7.9910 -0.5223
H -1.3519 7.1742 3.8403
H 3.0589 -8.7338 -3.8938
H 1.4932 10.7296 0.5473
H -0.7149 0.7850 0.0838
H 0.2943 -5.2273 -1.6882
H 1.6148 -6.4781 -5.2946
H 1.2904 -10.8140 -3.4025
H 0.1738 -8.3056 -3.2729
H 1.3961 -11.8571 0.7340
H 1.3427 -6.0385 -3.6399
H -2.1240 3.7135 2.2579
H 1.1121 3.4379 4.0595
H 0.3348 3.3321 5.6355
H -2.2745 1.5915 0.2840
H -3.4250 -0.7509 2.3724

E (eV): -108620.34201
HOMO energy (eV): -7.65
Charge: 0
Orbital gap (eV): 7.8

=====

Record 3
Formula: C30H39BiN7O3S
Source: the Open Molecules 2025 dataset
Level of theory: ωB97M-V with the def2-TZVPD basis set

CARTESIAN COORDINATES (ANGSTROEM)
Bi -1.2444 0.5774 0.1476
S -1.7461 3.2688 -0.1272
O -1.2011 -1.8352 1.2037
O 1.0913 -0.9634 0.5496
O -2.9158 0.3720 1.6037
N -0.2419 -2.6100 1.4326
N -0.7596 1.9111 2.2046
N -0.1232 3.1407 2.0985
N 0.9212 -2.1407 1.1032
N 1.5799 1.8922 -0.8165
N -0.1727 5.1121 0.9874
N 3.8543 2.1755 -1.9861
C -4.3397 0.9783 -1.3234
C -1.0569 -2.9169 -1.9189
C -2.0763 0.6059 -2.6190
C 4.0394 1.8681 -0.5617
C 2.0596 -2.9828 1.3125
C -1.5327 -0.3622 4.9162
C -0.7841 1.3733 3.3570
C -1.9689 1.9300 -3.3249
C -0.5917 3.8033 1.0835
C -1.2656 -0.5050 -2.8323
C 4.3177 -4.5645 1.6405
C -3.0406 0.2598 -1.6070
C 3.0671 3.4083 -2.0878
C -2.8475 -1.1435 -1.3181
C 1.7234 0.9063 -1.8926
C -2.7362 -0.1198 2.8074
C 3.2806 -2.5418 0.8315
C -1.7292 -1.5790 -2.0169
C -0.1260 -0.6165 -3.8042
C 4.4083 -3.3395 0.9978
C 1.6862 3.2361 -1.3890
C -3.5151 -1.6338 4.5473
C 1.9506 -4.2075 1.9626
C -1.6582 0.2418 3.6618
C 2.6665 1.7063 0.1520
C 3.0821 -4.9896 2.1209
C 3.0859 1.0926 -2.6124
C -2.4271 -1.3090 5.3669
C -3.7626 -1.9708 -0.4621
C -3.6762 -1.0432 3.3146
H -1.9139 1.7943 -4.4093
H 4.6258 2.6770 -0.1194
H 5.1969 -5.1831 1.7702
H -0.1021 -2.8559 -1.3838
H 0.9878 -4.5318 2.3327
H -0.2273 1.8440 4.1690
H 0.6030 5.3694 1.5746
H 3.6438 4.2147 -1.6273
H 2.9484 1.3460 -3.6666
H 2.5460 0.7191 0.5933
H 3.6838 0.1787 -2.5714
H -4.2449 -2.3614 4.8863
H -1.6758 -3.6383 -1.3847
H -0.7044 -0.0553 5.5484
H -4.0743 -1.4322 0.4327
H -2.8358 2.5603 -3.1189
H 0.0996 0.3435 -4.2752
H 3.3237 -1.5873 0.3306
H -0.3539 -1.3255 -4.6076
H 2.9962 -5.9437 2.6268
H -2.3014 -1.7735 6.3360
H -4.2336 2.0653 -1.3672
H 0.8834 1.0351 -2.5722
H -1.0897 2.5112 -3.0269
H 1.6343 -0.0883 -1.4472
H 2.5324 2.4400 0.9495
H -0.8417 -3.3339 -2.9083
H -5.1141 0.6948 -2.0478
H 0.8560 3.3758 -2.0834
H -4.5115 -1.3012 2.6752
H -0.2499 5.5503 0.0877
H -3.2811 -2.8894 -0.1284
H -4.6672 -2.2430 -1.0197
H 4.6348 0.9542 -0.4876
H 2.9503 3.6508 -3.1471
H -4.7142 0.7427 -0.3248
H 1.5608 3.9573 -0.5831
H 5.3619 -2.9938 0.6171
H 0.7930 -0.9715 -3.3255

E (eV): -64990.13196
HOMO energy (eV): -4.46
Charge: -1
Orbital gap (eV): 7.1